# 1
This record from OMol25 describes the molecule C5H8O. The level of theory is ωB97M-V/def2-TZVPD.

CARTESIAN COORDINATES (ANGSTROEM)
C1 1.70 0.58 -0.06
C2 1.28 -0.49 0.92
C3 0.25 0.41 0.30
C4 -0.73 -0.11 -0.70
C5 -2.14 -0.32 -0.36
O1 -1.74 0.80 -1.13
H1 2.01 0.25 -1.04
H2 2.22 1.46 0.31
H3 1.49 -0.34 1.97
H4 1.34 -1.52 0.59
H5 -0.18 1.17 0.95
H6 -0.30 -0.70 -1.52
H7 -2.73 -1.07 -0.89
H8 -2.47 -0.10 0.66

Multiplicity ... 1
Total charge ... 0
SMILES ... C1CC1[C@H]1CO1
HOMO energy ... -0.367 Eh

Atom charges from the Löwdin analysis, given in e for atoms 1 to 8:
1 C -0.1175
2 C -0.1149
3 C -0.2549
4 C -0.2823
5 C -0.1184
6 O -0.0369
7 H 0.1029
8 H 0.0988

***

# 2
This record from OMol25 describes the molecule C5H8O at a distorted geometry. The level of theory is ωB97M-V/def2-TZVPD.

CARTESIAN COORDINATES (ANGSTROEM)
C1 2.26 0.11 0.09
C2 1.03 -0.25 -0.26
C3 -1.44 -0.27 -0.56
C4 -1.19 -0.63 0.86
C5 -0.26 0.36 0.06
O1 -0.34 1.83 0.30
H1 3.17 -0.55 -0.06
H2 2.61 0.88 0.72
H3 0.90 -1.09 -0.92
H4 -1.47 -0.98 -1.31
H5 -2.35 0.31 -0.81
H6 -1.92 -0.54 1.59
H7 -0.52 -1.52 0.79
H8 -0.47 2.33 -0.48

Multiplicity ... 1
Total charge ... 0
SMILES ... C=CC1(O)CC1
HOMO energy ... -0.347 Eh

Atom charges from the Löwdin analysis, given in e for atoms 1 to 8:
1 C 0.0317
2 C -0.1332
3 C -0.1375
4 C -0.0225
5 C -0.4163
6 O -0.0022
7 H 0.0759
8 H 0.0405

***

# 3
This record from OMol25 describes the molecule C5H8O. The level of theory is ωB97M-V/def2-TZVPD.

CARTESIAN COORDINATES (ANGSTROEM)
C1 -1.57 -0.28 -0.73
C2 -0.63 -0.29 0.47
O1 0.11 -1.48 0.50
C3 0.27 1.03 0.44
C4 1.57 0.62 -0.05
C5 2.47 -0.11 -0.39
H1 -0.99 -0.24 -1.66
H2 -2.19 -1.18 -0.75
H3 -2.22 0.60 -0.69
H4 -1.19 -0.27 1.41
H5 0.97 -1.30 0.06
H6 -0.19 1.78 -0.23
H7 0.36 1.50 1.43
H8 3.32 -0.69 -0.68

Multiplicity ... 1
Total charge ... 0
SMILES ... C#CC[C@@H](C)O
HOMO energy ... -0.364 Eh

Atom charges from the Löwdin analysis, given in e for atoms 1 to 8:
1 C -0.0599
2 C -0.4268
3 O -0.0618
4 C -0.1327
5 C -0.1305
6 C 0.1174
7 H 0.0871
8 H 0.0803

***

# 4
This record from OMol25 describes a structure of composition C5H8O at a distorted geometry. The level of theory is ωB97M-V/def2-TZVPD.

CARTESIAN COORDINATES (ANGSTROEM)
C1 1.64 0.05 0.01
C2 0.18 -0.07 0.25
C3 -0.50 -1.38 0.16
O1 -1.70 -1.49 -0.17
C4 -0.56 1.12 0.50
C5 -1.15 2.14 0.74
H1 2.10 0.59 0.83
H2 1.79 0.67 -0.88
H3 2.14 -0.91 -0.14
H4 -0.94 0.02 -2.06
H5 0.23 -2.19 -0.06
H6 -0.16 -1.19 1.44
H7 -1.45 -0.42 -1.66
H8 -1.71 3.02 0.94

Multiplicity ... 1
Total charge ... 0
HOMO energy (spin up / spin down) ... -0.329 / -0.328 Eh

Atom charges from the Löwdin analysis, given in e for atoms 1 to 8:
1 C -0.0462
2 C -0.2857
3 C -0.4884
4 O -0.1313
5 C -0.1053
6 C 0.1800
7 H 0.0898
8 H 0.1046

***

# 5
This record from OMol25 describes the molecule C5H8O. The level of theory is ωB97M-V/def2-TZVPD.

CARTESIAN COORDINATES (ANGSTROEM)
C1 1.00 0.75 -1.17
C2 0.06 -0.37 -0.78
C3 0.28 -1.17 0.47
C4 -0.93 -0.22 0.31
C5 -0.59 0.93 1.52
O1 -1.64 1.18 0.78
H1 1.35 1.28 -0.28
H2 1.87 0.35 -1.71
H3 0.49 1.46 -1.82
H4 -0.34 -0.93 -1.62
H5 1.10 -0.88 1.13
H6 0.06 -2.23 0.46
H7 -1.87 -0.77 0.24
H8 -0.92 0.61 2.55

Multiplicity ... 1
Total charge ... 0
HOMO energy (spin up / spin down) ... -0.282 / -0.282 Eh

Atom charges from the Löwdin analysis, given in e for atoms 1 to 8:
1 C -0.0564
2 C -0.2982
3 C -0.0494
4 C -0.2697
5 C -0.0784
6 O -0.0453
7 H 0.0725
8 H 0.0780

***

# 6
This record from OMol25 describes a structure of composition C5H8O. The level of theory is ωB97M-V/def2-TZVPD.

CARTESIAN COORDINATES (ANGSTROEM)
C1 -0.11 1.13 1.24
C2 -0.81 0.41 0.12
C3 -0.09 -0.06 -1.12
C4 1.20 -0.75 -0.69
O1 0.49 -1.61 0.23
C5 -0.75 -1.05 -0.18
H1 0.96 0.90 1.33
H2 -0.57 0.93 2.21
H3 -0.19 2.19 1.01
H4 -1.79 0.83 -0.10
H5 -0.34 0.25 -2.13
H6 1.95 -0.14 -0.17
H7 1.67 -1.33 -1.48
H8 -1.61 -1.70 -0.28

Multiplicity ... 1
Total charge ... 0
HOMO energy ... -0.338 Eh

Atom charges from the Löwdin analysis, given in e for atoms 1 to 8:
1 C -0.0530
2 C -0.2534
3 C -0.1320
4 C -0.1436
5 O -0.0685
6 C -0.2245
7 H 0.0687
8 H 0.0821

***

# 7
This record from OMol25 describes the molecule C5H8O. The level of theory is ωB97M-V/def2-TZVPD.

CARTESIAN COORDINATES (ANGSTROEM)
O1 2.97 -0.79 0.27
C1 1.85 -0.53 -0.10
C2 -1.13 -1.06 -0.04
C3 -1.24 0.46 0.09
C4 0.03 1.25 0.05
C5 1.31 0.85 -0.03
H1 -0.43 -1.46 0.70
H2 1.20 -1.32 -0.52
H3 -0.76 -1.34 -1.03
H4 -2.10 -1.54 0.11
H5 -1.91 0.85 -0.69
H6 -1.75 0.70 1.04
H7 -0.13 2.33 0.14
H8 2.10 1.59 0.02

Multiplicity ... 1
Total charge ... 0
SMILES ... CC/C=C\C=O
HOMO energy ... -0.359 Eh

Atom charges from the Löwdin analysis, given in e for atoms 1 to 8:
1 O 0.0393
2 C -0.2749
3 C -0.1226
4 C -0.2451
5 C -0.0940
6 C -0.0588
7 H 0.0717
8 H 0.0924

***

# 8
This record from OMol25 describes a structure of composition C5H8O at a distorted geometry. The level of theory is ωB97M-V/def2-TZVPD.

CARTESIAN COORDINATES (ANGSTROEM)
C1 -0.17 1.43 0.44
C2 0.33 0.40 1.43
C3 0.72 -0.86 0.67
C4 0.34 -1.13 -0.58
C5 -0.65 -0.30 -1.34
O1 -1.37 0.48 -0.43
H1 -1.21 1.68 -0.18
H2 0.65 1.53 -0.30
H3 1.23 0.79 1.94
H4 -0.40 0.18 2.22
H5 1.39 -1.56 1.18
H6 0.70 -2.02 -1.08
H7 -1.38 -0.94 -1.85
H8 -0.18 0.33 -2.12

Multiplicity ... 1
Total charge ... 0
HOMO energy ... -0.332 Eh

Atom charges from the Löwdin analysis, given in e for atoms 1 to 8:
1 C -0.0091
2 C -0.2193
3 C -0.1008
4 C -0.0857
5 C -0.2680
6 O -0.1841
7 H 0.1153
8 H 0.0806

***

# 9
This record from OMol25 describes a structure of composition C5H8O. The level of theory is ωB97M-V/def2-TZVPD.

CARTESIAN COORDINATES (ANGSTROEM)
C1 1.58 -0.31 -0.36
C2 0.71 -1.16 0.55
C3 0.12 -0.05 -0.26
C4 -0.56 1.17 0.34
C5 -1.92 0.14 -0.79
O1 -0.73 -0.34 -1.34
H1 1.94 -0.77 -1.28
H2 2.26 0.40 0.10
H3 0.80 -1.03 1.62
H4 0.49 -2.17 0.22
H5 -0.15 2.12 0.00
H6 -0.74 1.16 1.41
H7 -2.15 -0.46 0.12
H8 -1.65 1.31 -0.33

Multiplicity ... 1
Total charge ... 0
HOMO energy ... -0.306 Eh

Atom charges from the Löwdin analysis, given in e for atoms 1 to 8:
1 C -0.0521
2 C -0.0580
3 C -0.5624
4 C 0.0062
5 C 0.0018
6 O -0.1198
7 H 0.1121
8 H 0.1085

***

# 10
This record from OMol25 describes a structure of composition C5H8O. The level of theory is ωB97M-V/def2-TZVPD.

CARTESIAN COORDINATES (ANGSTROEM)
C1 1.41 -0.03 -0.05
C2 0.32 0.37 0.90
C3 -0.81 1.04 0.11
C4 -1.45 -0.28 -0.26
O1 -0.61 -1.15 -0.96
C5 0.67 -1.15 -0.70
H1 1.80 0.75 -0.73
H2 2.27 -0.47 0.47
H3 0.60 0.74 1.88
H4 -0.50 1.70 -0.71
H5 -1.50 1.57 0.77
H6 -2.45 -0.37 -0.69
H7 -0.88 -0.61 0.92
H8 1.13 -2.11 -0.95

Multiplicity ... 1
Total charge ... 0
HOMO energy (spin up / spin down) ... -0.262 / -0.257 Eh

Atom charges from the Löwdin analysis, given in e for atoms 1 to 8:
1 C -0.2159
2 C -0.1900
3 C -0.2003
4 C -0.2090
5 O -0.0563
6 C -0.0931
7 H 0.1075
8 H 0.1135

***

# 11
This record from OMol25 describes a structure of composition C5H8O at a distorted geometry. The level of theory is ωB97M-V/def2-TZVPD.

CARTESIAN COORDINATES (ANGSTROEM)
C1 -1.36 -1.00 -0.41
C2 -0.41 0.72 -0.57
C3 -0.08 1.31 0.69
C4 1.00 0.68 -0.20
C5 1.62 -0.57 0.28
O1 2.73 -0.94 -0.03
H1 -1.33 -1.21 0.65
H2 -2.42 -0.96 -0.73
H3 -0.85 -1.78 -0.99
H4 -1.11 0.42 -1.32
H5 -0.33 0.76 1.60
H6 -0.11 2.39 0.79
H7 1.68 1.32 -0.76
H8 0.98 -1.15 0.99

Multiplicity ... 1
Total charge ... 0
HOMO energy ... -0.338 Eh

Atom charges from the Löwdin analysis, given in e for atoms 1 to 8:
1 C -0.0146
2 C -0.1577
3 C -0.0969
4 C -0.2189
5 C -0.2528
6 O 0.0538
7 H 0.0281
8 H 0.0533

***

# 12
This record from OMol25 describes the molecule C5H8O at a distorted geometry. The level of theory is ωB97M-V/def2-TZVPD.

CARTESIAN COORDINATES (ANGSTROEM)
C1 -1.31 0.99 -0.59
C2 1.38 -0.58 -0.76
C3 -0.85 0.07 0.49
C4 0.28 0.15 1.43
C5 0.46 -0.85 0.40
O1 -1.45 0.01 1.69
H1 0.58 0.04 2.47
H2 0.35 -1.91 0.65
H3 -0.49 1.54 -1.04
H4 -2.03 1.70 -0.20
H5 -1.81 0.40 -1.37
H6 0.99 -1.03 -1.68
H7 1.54 0.49 -0.93
H8 2.36 -1.03 -0.56

Multiplicity ... 1
Total charge ... 0
SMILES ... C[C@H]1[C@@H]2O[C@]12C
HOMO energy ... -0.316 Eh

Atom charges from the Löwdin analysis, given in e for atoms 1 to 8:
1 C -0.0019
2 C -0.0651
3 C -0.4673
4 C 0.0069
5 C -0.2352
6 O 0.0054
7 H 0.1260
8 H 0.1291

***

# 13
This record from OMol25 describes a cluster of 2 separate species, C5H8O in total at a distorted geometry. The level of theory is ωB97M-V/def2-TZVPD.

CARTESIAN COORDINATES (ANGSTROEM)
C1 -0.66 -1.17 0.51
C2 0.87 -1.15 0.54
C3 0.08 0.05 0.11
C4 -0.06 0.52 -1.30
O1 -0.07 1.89 -0.88
C5 -0.03 1.50 0.53
H1 -1.24 -1.42 -0.58
H2 -1.08 -1.15 1.54
H3 1.45 -1.11 1.48
H4 1.40 -1.66 -0.25
H5 0.65 0.38 -2.12
H6 -1.19 -0.37 -1.73
H7 0.86 1.90 1.03
H8 -0.95 1.82 1.05

Multiplicity ... 1
Total charge ... 0
HOMO energy ... -0.341 Eh

Atom charges from the Löwdin analysis, given in e for atoms 1 to 8:
1 C -0.0930
2 C -0.0713
3 C -0.4851
4 C -0.1381
5 O -0.0908
6 C -0.0893
7 H 0.1278
8 H 0.1133

***

# 14
This record from OMol25 describes the molecule C5H8O. The level of theory is ωB97M-V/def2-TZVPD.

CARTESIAN COORDINATES (ANGSTROEM)
C1 -0.73 1.22 0.27
C2 0.57 1.24 -0.36
C3 0.80 0.02 -1.13
C4 0.26 -1.14 -0.70
C5 -0.34 -1.25 0.69
O1 -0.31 0.02 1.39
H1 -1.02 2.07 0.89
H2 -1.58 0.73 -0.22
H3 1.08 2.17 -0.57
H4 0.65 0.53 1.01
H5 1.39 0.03 -2.04
H6 0.35 -2.07 -1.25
H7 0.27 -1.92 1.32
H8 -1.37 -1.64 0.70

Multiplicity ... 1
Total charge ... 0
HOMO energy ... -0.269 Eh

Atom charges from the Löwdin analysis, given in e for atoms 1 to 8:
1 C -0.0734
2 C -0.2244
3 C -0.1424
4 C -0.1183
5 C -0.2024
6 O -0.1437
7 H 0.1100
8 H 0.1147

***

# 15
This record from OMol25 describes a structure of composition C5H8O. The level of theory is ωB97M-V/def2-TZVPD.

CARTESIAN COORDINATES (ANGSTROEM)
C1 0.78 -1.49 -0.85
C2 -0.26 -1.65 0.20
C3 0.45 -0.32 0.05
C4 -0.24 0.76 -0.70
C5 -0.55 2.07 0.53
O1 0.42 2.00 -0.48
H1 0.45 -1.41 -1.88
H2 1.75 -1.96 -0.71
H3 -0.02 -2.24 1.07
H4 -1.30 -1.69 -0.11
H5 1.20 -0.06 0.80
H6 -1.32 1.22 0.09
H7 -1.16 2.97 0.46
H8 -0.20 1.80 1.53

Multiplicity ... 1
Total charge ... 0
HOMO energy ... -0.307 Eh

Atom charges from the Löwdin analysis, given in e for atoms 1 to 8:
1 C -0.1196
2 C -0.1212
3 C -0.3177
4 C -0.0892
5 C -0.1329
6 O -0.1260
7 H 0.1033
8 H 0.1021

***

# 16
This record from OMol25 describes a cluster of 2 separate species, C5H8O in total at a distorted geometry. The level of theory is ωB97M-V/def2-TZVPD.

CARTESIAN COORDINATES (ANGSTROEM)
O1 1.56 1.39 -1.10
C1 1.53 0.92 0.04
C2 0.97 -0.40 0.43
C3 -0.26 -0.67 -0.35
C4 -1.60 -0.75 0.30
C5 -1.24 0.51 -0.45
H1 2.08 1.43 0.85
H2 1.76 -1.14 0.27
H3 0.80 -0.37 1.51
H4 -0.15 -1.25 -1.27
H5 -2.31 -1.43 -0.14
H6 -1.61 -0.71 1.39
H7 -0.43 1.03 -1.60
H8 -1.10 1.44 0.11

Multiplicity ... 1
Total charge ... 0
HOMO energy ... -0.314 Eh

Atom charges from the Löwdin analysis, given in e for atoms 1 to 8:
1 O 0.0092
2 C -0.2436
3 C -0.1589
4 C -0.3726
5 C -0.1291
6 C -0.1336
7 H 0.1211
8 H 0.1317

***

# 17
This record from OMol25 describes the molecule C5H8O. The level of theory is ωB97M-V/def2-TZVPD.

CARTESIAN COORDINATES (ANGSTROEM)
C1 0.48 1.14 1.30
C2 0.69 0.31 0.09
C3 0.49 -1.11 -0.05
C4 -0.46 -1.02 -1.24
C5 -1.57 -0.19 -1.10
O1 -1.67 0.71 -0.25
H1 -0.16 0.65 2.04
H2 1.48 1.32 1.74
H3 0.05 2.11 1.05
H4 1.22 0.78 -0.74
H5 0.10 -1.61 0.84
H6 1.40 -1.61 -0.40
H7 -0.26 -1.60 -2.13
H8 -2.43 -0.39 -1.77

Multiplicity ... 1
Total charge ... 0
HOMO energy (spin up / spin down) ... -0.282 / -0.282 Eh

Atom charges from the Löwdin analysis, given in e for atoms 1 to 8:
1 C -0.0823
2 C -0.0569
3 C -0.2095
4 C -0.1014
5 C -0.3487
6 O -0.0599
7 H 0.0870
8 H 0.0959

***

# 18
This record from OMol25 describes the molecule C5H8O at a distorted geometry. The level of theory is ωB97M-V/def2-TZVPD.

CARTESIAN COORDINATES (ANGSTROEM)
O1 0.46 -2.08 -1.16
C1 0.13 -1.83 -0.02
C2 -0.55 -0.56 0.43
C3 -0.95 0.30 -0.75
C4 0.37 1.29 -0.38
C5 0.51 0.47 0.88
H1 0.37 -2.54 0.80
H2 -1.26 -0.82 1.22
H3 -0.86 -0.23 -1.70
H4 -1.29 1.30 -0.85
H5 1.14 1.23 -1.14
H6 0.26 2.38 -0.13
H7 1.51 0.10 1.04
H8 0.16 1.00 1.76

Multiplicity ... 1
Total charge ... 0
SMILES ... O=CC1CCC1
HOMO energy ... -0.342 Eh

Atom charges from the Löwdin analysis, given in e for atoms 1 to 8:
1 O 0.0557
2 C -0.2312
3 C -0.2865
4 C -0.0767
5 C -0.1434
6 C -0.1703
7 H 0.1294
8 H 0.1319

***

In kcal per mole, the energy above the lowest of the compared OMol25 structures with the same formula, charge and spin values for the records above are, in order, 50.35 70.74 53.24 141.25 145.34 55.46 26.63 111.29 134.87 130.95 100.53 108.94 111.33 97.39 122.54 111.34 78.69 69.38.